[1]
Computed, not measured: C44H70F6HfN5O14S2 as an isolated structure in a non-equilibrium geometry, with ωB97M-V/def2-TZVPD.

CARTESIAN COORDINATES (ANGSTROEM)
Hf (0.8413, 1.7669, -2.3661)
C (5.0988, 3.8326, 2.0942)
C (5.8451, 2.4882, 2.2833)
C (6.2394, 2.3007, 3.7851)
C (6.6971, 0.8840, 4.2582)
C (5.7527, -0.2231, 3.6993)
C (5.5262, -0.1503, 2.1305)
N (5.0494, 1.2684, 1.8410)
O (4.4213, 1.4071, 0.5604)
C (4.4037, -1.2477, 1.8589)
C (6.8000, -0.6154, 1.3481)
C (7.2378, 2.6018, 1.5402)
H (4.0274, 3.7091, 2.2517)
H (5.4465, 4.2177, 1.1355)
H (5.3120, 4.5518, 2.8850)
H (5.4746, 2.6967, 4.4533)
H (7.0614, 2.9765, 4.0212)
H (6.6430, 0.8407, 5.3460)
H (7.7073, 0.8170, 3.8544)
H (4.7890, -0.1401, 4.2019)
H (6.1628, -1.2197, 3.8622)
H (3.5550, -1.1515, 2.5361)
H (4.7869, -2.2297, 2.1360)
H (4.0282, -1.2226, 0.8359)
H (6.8112, -0.0121, 0.4405)
H (6.7310, -1.6940, 1.2064)
H (7.6567, -0.4458, 2.0004)
H (8.0304, 1.9561, 1.9182)
H (7.6514, 3.6053, 1.4407)
H (7.1662, 2.2589, 0.5080)
C (-2.0429, 5.6543, -6.0779)
C (-3.1752, 6.1929, -5.1722)
C (-4.3454, 6.3604, -6.1936)
C (-5.7020, 6.6561, -5.5206)
C (-5.9823, 5.4866, -4.5850)
C (-4.9998, 5.3531, -3.4216)
N (-3.6752, 5.1947, -4.1589)
O (-2.6320, 4.5442, -3.4640)
C (-5.4004, 4.0261, -2.6929)
C (-5.1571, 6.5324, -2.4017)
C (-2.7211, 7.4830, -4.5363)
H (-1.0871, 5.7192, -5.5579)
H (-2.0286, 6.2960, -6.9589)
H (-2.2069, 4.6662, -6.5078)
H (-4.5242, 5.4366, -6.7439)
H (-4.1582, 7.0872, -6.9840)
H (-6.4544, 6.7507, -6.3036)
H (-5.6041, 7.6470, -5.0771)
H (-5.8996, 4.5979, -5.2107)
H (-7.0109, 5.6125, -4.2470)
H (-4.6062, 3.4931, -2.1701)
H (-5.6369, 3.2052, -3.3700)
H (-6.2706, 4.0617, -2.0375)
H (-4.9253, 7.4990, -2.8489)
H (-4.7265, 6.2746, -1.4341)
H (-6.2314, 6.5602, -2.2193)
H (-2.0341, 7.3718, -3.6975)
H (-3.5079, 8.0369, -4.0241)
H (-2.2100, 8.1677, -5.2132)
C (-0.6433, 0.6409, 3.4343)
F (-1.2770, 1.1250, 4.4587)
F (0.6587, 1.0018, 3.4532)
F (-0.7757, -0.6655, 3.4221)
S (-1.5574, 1.1654, 1.7669)
O (-2.9771, 1.4796, 1.9913)
O (-0.7192, 2.1989, 1.1173)
N (-1.1352, -0.0335, 0.3949)
S (-2.2073, -1.2504, 0.7047)
O (-2.7964, -1.2916, 2.0466)
O (-3.3005, -1.4059, -0.3051)
C (-1.1818, -2.9467, 0.5139)
F (-2.0510, -3.9752, 0.3323)
F (-0.5572, -2.8415, -0.6141)
F (-0.4196, -3.2009, 1.5945)
C (0.0925, -1.7652, 9.5699)
C (-0.4758, -1.9955, 10.8353)
C (0.2579, -1.7429, 11.9867)
C (1.4757, -1.0268, 11.8975)
C (2.0834, -0.8084, 10.6957)
C (1.3671, -1.1080, 9.5069)
N (2.1817, -0.5971, 13.1204)
O (3.0314, 0.2612, 13.0170)
O (1.7801, -0.9235, 14.2438)
H (-0.3738, -2.0765, 8.6468)
H (-1.3609, -2.6088, 10.9188)
H (-0.3273, -1.8021, 12.8924)
H (3.0933, -0.4624, 10.5321)
H (1.8395, -0.9399, 8.5504)
C (-5.6666, -10.4359, -2.7632)
C (-4.6047, -9.6753, -2.2654)
C (-3.7574, -9.0238, -3.1989)
C (-3.9478, -9.1867, -4.5174)
C (-4.9541, -10.0326, -5.0037)
C (-5.8554, -10.6210, -4.0937)
N (-2.9510, -8.6248, -5.4548)
O (-3.2761, -8.4385, -6.6225)
O (-1.7203, -8.4959, -5.0627)
H (-6.4282, -10.7140, -2.0497)
H (-4.4667, -9.5926, -1.1975)
H (-3.0160, -8.3207, -2.8492)
H (-5.0468, -10.2360, -6.0603)
H (-6.5500, -11.3395, -4.5031)
C (3.1535, 7.8561, -2.3405)
C (2.0643, 7.1496, -1.6333)
O (2.0820, 5.8344, -1.7595)
C (1.1088, 7.9033, -0.7068)
H (4.0836, 7.3315, -2.1215)
H (3.1488, 8.8962, -2.0146)
H (3.0784, 7.7856, -3.4256)
H (1.0111, 8.9206, -1.0860)
H (1.5500, 7.9815, 0.2869)
H (0.1597, 7.3693, -0.6601)
C (-2.8316, -2.3567, -5.3976)
C (-2.5720, -0.8841, -5.4972)
O (-1.6745, -0.4425, -4.8100)
C (-3.3185, 0.0111, -6.3839)
H (-2.6637, -2.8084, -6.3754)
H (-3.9085, -2.5214, -5.4341)
H (-2.2970, -3.1088, -4.8174)
H (-2.9608, 1.0308, -6.2412)
H (-4.4052, 0.0955, -6.3759)
H (-3.1002, -0.1348, -7.4418)
C (3.1014, -3.9330, -4.4616)
C (3.5755, -2.5444, -4.0822)
O (2.8895, -1.6860, -3.5254)
C (5.0545, -2.3286, -4.0837)
H (3.6446, -4.2396, -5.3555)
H (2.0188, -3.8714, -4.5721)
H (3.1789, -4.7040, -3.6951)
H (5.2500, -1.3106, -3.7468)
H (5.4411, -2.3688, -5.1021)
H (5.5606, -2.9959, -3.3861)
C (-0.8536, -7.2860, 6.2850)
C (-1.6417, -8.1135, 5.2755)
O (-2.7727, -8.4578, 5.5385)
C (-0.9628, -8.5664, 4.0566)
H (0.1540, -7.6759, 6.4292)
H (-1.2907, -7.2889, 7.2835)
H (-0.9013, -6.2351, 5.9997)
H (-1.1874, -7.6864, 3.4539)
H (-1.5573, -9.3181, 3.5374)
H (0.1096, -8.7611, 4.0670)

Atomic forces in eV per Å
Hf -0.5 -0.2 0.6
C -0.1 -0.9 0.1
C 1.3 0.3 1.7
C -0.4 -0.3 0.9
C -1.2 0.4 -1.5
C 0.8 0.9 -1.0
C -1.5 -1.3 2.0
N -1.0 0.2 -7.2
O 2.8 -0.5 6.4
C 0.0 1.2 0.2
C -0.7 1.2 0.8
C -0.2 -1.2 -1.3
H -0.1 -0.1 -0.8
H -0.9 0.3 0.0
H 0.8 -0.2 0.0
H -0.6 -0.3 -0.2
H 0.2 0.1 -0.5
H 0.5 0.1 -0.1
H 0.2 -0.7 0.5
H 0.0 -0.1 0.0
H 0.0 0.0 0.3
H -0.1 0.5 -0.1
H 0.4 0.1 -0.4
H 0.2 -0.1 0.0
H 0.5 -0.6 -0.2
H -0.1 0.3 -0.4
H 0.2 0.3 -0.4
H -0.2 0.0 0.5
H -0.5 0.2 0.6
H -0.4 0.1 -0.2
C 0.2 0.0 0.6
C -0.8 -0.9 -2.6
C -1.3 0.2 0.4
C 1.4 0.2 -0.6
C -0.6 1.2 -0.6
C -1.2 -1.5 0.0
N 5.9 -1.6 5.1
O -5.3 3.0 -3.6
C 0.9 -1.1 -0.4
C -0.1 -0.7 -0.8
C -0.1 1.0 1.6
H 0.1 -0.2 -0.2
H 0.2 0.3 0.2
H -0.1 -0.2 0.5
H 0.5 -0.4 0.1
H 0.5 0.3 0.4
H -0.1 -0.2 0.1
H -0.4 -0.1 0.5
H -0.3 -0.2 0.2
H 0.1 -0.5 0.4
H 0.3 0.9 0.6
H -0.3 0.4 -0.8
H 0.2 0.7 0.0
H 0.4 -0.1 0.5
H 0.5 0.4 -0.3
H -0.1 -0.1 -0.1
H 0.4 -0.7 -0.2
H -0.3 0.1 -0.6
H -0.3 -0.3 -0.4
C -0.5 -0.5 -1.8
F -0.1 0.7 0.6
F -1.1 -0.2 -0.1
F 1.0 -0.4 0.6
S 0.7 1.4 -4.5
O 2.9 -0.8 0.2
O -0.7 -0.1 1.8
N -2.3 -0.3 3.7
S -3.5 -1.9 -1.0
O 1.5 0.1 -0.8
O 3.0 0.4 0.9
C -3.0 1.0 0.9
F 0.5 0.6 0.8
F 2.0 0.0 -0.9
F 0.0 0.1 -1.1
C 1.7 1.2 0.6
C 1.3 -1.1 -0.9
C -0.5 2.0 -0.1
C -0.5 -1.5 0.8
C -0.5 -0.1 -2.4
C -1.2 -1.2 1.2
N -0.9 1.2 2.3
O 0.6 -0.2 -1.1
O -0.2 -0.8 -1.6
H -0.2 0.1 0.1
H -0.3 0.3 0.0
H 0.7 -0.3 0.5
H 0.0 0.3 0.7
H 0.0 0.0 0.0
C 0.0 1.0 2.0
C 0.1 0.3 -1.6
C -0.2 0.2 3.1
C -0.3 -0.9 -1.8
C -0.3 0.1 0.3
C 1.3 0.0 -2.3
N 3.5 -0.1 -0.7
O 0.0 -0.1 1.5
O -4.2 -0.2 -0.7
H 0.1 -0.7 0.1
H 0.1 0.3 -0.1
H 0.3 -0.2 0.0
H 0.1 0.1 0.0
H -0.4 0.2 0.2
C 0.1 0.6 0.1
C 0.2 -6.3 -0.1
O -0.9 5.8 0.8
C 0.5 -0.6 -1.1
H 0.1 0.2 0.2
H 0.5 0.1 -0.3
H -0.4 0.1 0.0
H -0.3 0.0 0.1
H 0.1 -0.2 0.0
H 0.1 0.2 0.1
C -1.4 -1.0 -2.3
C 1.4 -1.5 2.0
O 0.4 0.8 0.1
C -0.7 1.8 -1.6
H 0.4 0.4 -0.8
H -0.3 -0.1 0.8
H 0.0 1.1 1.0
H 0.1 0.0 0.4
H -0.1 -0.7 0.6
H 0.2 -0.6 -0.1
C -1.0 0.8 -0.3
C 0.0 0.2 2.8
O -0.1 -1.1 -1.3
C 0.4 1.1 -0.6
H -0.3 -0.3 0.0
H 0.0 0.0 -0.7
H 0.7 0.3 0.3
H -0.1 0.0 0.1
H 0.3 -0.5 0.1
H 0.0 -0.3 -0.4
C -0.3 0.1 0.3
C -0.1 -1.1 2.6
O -0.1 0.3 -0.4
C -0.5 0.5 -1.5
H 0.2 0.4 -0.5
H -0.5 -0.4 -0.2
H 0.6 0.1 -0.3
H 0.7 0.3 -0.7
H 0.3 -0.4 0.4
H -0.2 0.1 0.2

Calculated values
highest occupied orbital energy = -8.59 eV
gap between HOMO and LUMO = 2.10 eV
calculated total energy = -4488.0568 hartree
E_LUMO = -6.5 eV
net charge = +1

Atom charges from the Löwdin analysis, given in e for atoms 1 to 4: Hf 1.173; C -0.017; C -0.419; C -0.144

[2]
Computed, not measured: C44H70Ge2NO5PbSSe as an isolated structure in a non-equilibrium geometry, with ωB97M-V/def2-TZVPD.

CARTESIAN COORDINATES (ANGSTROEM)
Pb (0.2969, 1.2279, 0.0786)
C (-2.8337, -6.5186, -0.3799)
C (-1.4393, -5.8767, -0.2351)
C (-0.8136, -6.4069, 1.0469)
C (-0.6155, -6.4333, -1.4223)
C (-1.4599, -4.3532, -0.0486)
C (-0.7510, -3.5176, -0.8589)
C (-0.7907, -2.1419, -0.6999)
Se (0.4195, -1.0072, -1.8143)
C (2.0165, -1.6348, -1.0279)
C (2.6541, -2.6385, -1.6835)
C (3.7326, -3.3205, -1.0845)
C (4.0374, -3.0158, 0.2510)
C (3.3646, -2.0050, 0.9890)
C (2.4135, -1.2657, 0.2458)
O (1.8745, -0.1898, 0.7927)
C (3.7043, -1.6995, 2.4260)
C (4.7932, -2.6178, 2.9745)
C (4.3333, -0.2260, 2.5090)
C (2.4230, -1.9334, 3.2857)
C (4.4186, -4.5039, -1.7888)
C (4.5576, -4.3491, -3.3698)
C (5.8665, -4.6551, -1.3022)
C (3.6403, -5.8137, -1.5053)
C (-1.5505, -1.5222, 0.2937)
O (-1.5066, -0.2245, 0.5132)
C (-2.4109, -2.4102, 1.0597)
C (-2.3234, -3.7667, 0.8376)
C (-3.3241, -1.8117, 2.2056)
C (-4.1882, -2.8377, 2.8769)
C (-4.1815, -0.7433, 1.4589)
C (-2.3956, -1.2410, 3.3262)
H (-2.6545, -7.5775, -0.5016)
H (-3.4438, -6.2788, 0.4937)
H (-3.2893, -6.1545, -1.2915)
H (-0.9731, -7.4983, 1.0266)
H (0.2380, -6.0993, 1.2167)
H (-1.3717, -6.1546, 1.8943)
H (-0.4711, -7.5509, -1.5245)
H (-1.1309, -6.2202, -2.4291)
H (0.3887, -6.0078, -1.4073)
H (-0.0525, -3.9420, -1.5180)
H (2.4360, -2.8285, -2.7068)
H (4.8341, -3.5255, 0.7999)
H (5.7146, -2.4544, 2.4129)
H (5.0050, -2.4301, 4.0196)
H (4.4960, -3.6412, 2.9192)
H (5.3975, -0.3447, 2.1424)
H (3.9227, 0.5606, 1.9083)
H (4.3695, 0.1423, 3.5596)
H (2.1985, -2.9975, 3.1352)
H (2.6465, -1.8164, 4.3774)
H (1.6413, -1.2412, 2.9618)
H (5.0138, -3.3415, -3.5107)
H (5.2174, -5.0970, -3.7863)
H (3.5225, -4.3762, -3.9093)
H (6.4805, -3.6833, -1.2959)
H (5.8799, -5.0366, -0.2391)
H (6.4109, -5.3945, -1.8971)
H (2.6608, -5.8546, -1.9931)
H (4.1363, -6.7482, -1.8998)
H (3.4496, -5.8354, -0.4188)
H (-2.9338, -4.4239, 1.4698)
H (-4.8682, -3.2764, 2.1375)
H (-3.5948, -3.5899, 3.4068)
H (-4.7307, -2.2979, 3.6171)
H (-4.9016, -1.1359, 0.7094)
H (-4.7764, -0.1965, 2.1901)
H (-3.4675, -0.0623, 1.0242)
H (-2.0075, -2.0567, 3.8690)
H (-1.6455, -0.6205, 2.9823)
H (-2.9811, -0.7242, 4.1240)
C (-1.0510, 4.0071, 3.8417)
C (-1.0357, 3.2094, 2.5473)
Ge (-0.6577, 4.4746, 1.0723)
C (0.9411, 5.4313, 1.7220)
C (2.0136, 5.9448, 0.6488)
C (-2.2402, 5.6611, 0.7868)
C (-2.7345, 5.4124, -0.4367)
Ge (-1.4215, 4.1214, -1.2726)
C (-0.6752, 4.8959, -2.8840)
C (0.0419, 6.2321, -2.6334)
C (-2.3408, 2.4545, -1.7174)
C (-1.9432, 1.9616, -3.0974)
C (-3.9214, 6.0668, -1.0641)
C (-4.3808, 7.3014, -0.7161)
C (-5.4891, 7.8642, -1.2847)
C (-6.2427, 7.0995, -2.2005)
C (-5.8100, 5.8195, -2.5301)
C (-4.6789, 5.2658, -1.9481)
H (-1.4946, 3.4412, 4.6251)
H (-1.6622, 4.9355, 3.8133)
H (-0.0577, 4.2781, 4.2331)
H (-1.9640, 2.6343, 2.3561)
H (-0.2646, 2.4566, 2.5618)
H (1.4464, 4.7145, 2.3478)
H (0.6118, 6.2016, 2.4124)
H (2.0678, 5.1937, -0.1209)
H (3.0052, 6.0699, 1.0626)
H (1.6564, 6.8626, 0.1933)
H (-2.6364, 6.3390, 1.5377)
H (-1.5728, 5.0291, -3.5452)
H (-0.1527, 4.0920, -3.3689)
H (-0.3819, 6.8324, -1.7954)
H (-0.0503, 6.9663, -3.4569)
H (1.0970, 5.9352, -2.3722)
H (-3.3562, 2.6281, -1.7856)
H (-2.2110, 1.6823, -0.9563)
H (-2.5685, 2.4785, -3.8158)
H (-2.2540, 0.9004, -3.2545)
H (-0.8942, 1.9697, -3.3744)
H (-3.8606, 7.9097, 0.0263)
H (-5.7700, 8.9047, -1.1347)
H (-7.0612, 7.4828, -2.8177)
H (-6.2516, 5.2355, -3.2986)
H (-4.3978, 4.3161, -2.2371)
O (2.4753, 2.5052, 1.7914)
H (2.3365, 1.5216, 1.8056)
H (3.0021, 2.6717, 0.9466)
O (3.8028, 2.7690, -0.9560)
S (2.9358, 2.7307, -2.1219)
N (1.5554, 2.3425, -2.0204)
O (1.2449, 1.3075, -5.1230)
H (1.3626, 2.0759, -4.5486)
H (1.1597, 0.6278, -4.4620)

Atomic forces in eV per Å
Pb 0.0 -0.2 -0.3
C 0.6 0.9 0.2
C 0.4 -0.6 0.3
C 0.6 -1.6 -0.7
C -0.4 0.1 -1.8
C -0.4 -1.0 -1.9
C 0.4 0.6 0.3
C 0.7 0.6 -0.5
Se -1.1 -0.2 0.5
C 0.0 -0.4 -0.2
C 2.1 -1.0 0.2
C -0.4 -0.3 -0.1
C -0.4 0.7 0.7
C 0.7 -1.0 -2.0
C -0.4 1.2 1.6
O -0.2 0.3 0.6
C 0.1 1.6 0.6
C 0.2 0.6 -0.3
C 1.2 -1.3 0.6
C 1.1 0.2 0.3
C 0.4 -0.4 -1.6
C -2.0 1.6 0.7
C 0.9 0.5 1.5
C 0.1 -0.4 0.0
C -0.7 0.2 0.4
O 0.2 -0.5 0.0
C 0.3 0.8 0.7
C -1.0 0.0 1.6
C 1.3 0.2 -1.7
C 0.1 -0.4 -0.7
C -0.2 -0.2 1.1
C -3.0 -0.1 0.4
H -0.3 -0.4 0.2
H -0.2 -0.3 -0.2
H -0.4 0.2 -0.1
H 0.9 0.0 0.0
H -0.5 -0.3 -0.3
H -0.9 1.0 1.4
H -0.4 1.0 1.0
H 0.8 0.3 1.4
H 0.0 0.0 -0.3
H 0.7 -0.3 -1.1
H -0.4 -0.4 -0.6
H -0.3 -0.1 -0.6
H 0.1 -0.3 0.1
H -0.1 0.4 0.3
H -0.2 -0.9 -0.2
H -1.0 0.3 0.5
H -0.5 -0.1 -0.3
H 0.0 -0.4 -0.6
H -0.6 0.3 0.0
H -0.2 0.2 -0.8
H -0.1 -0.4 0.2
H -0.3 -0.7 -0.3
H 0.0 -0.3 0.0
H 1.9 0.0 0.9
H -1.1 -1.3 -0.2
H 0.1 0.4 -1.0
H -0.1 0.1 0.0
H 0.0 0.5 0.0
H 0.0 1.0 0.7
H 0.2 -0.5 -0.3
H 0.2 0.3 -0.2
H 0.0 -0.2 0.4
H -0.1 -0.1 -0.3
H -0.8 0.3 0.7
H 0.7 -0.1 0.4
H -0.1 0.2 0.2
H -0.2 0.3 -0.4
H 0.9 -1.2 0.4
H 1.5 1.3 -0.8
H 0.1 0.1 -0.8
C -0.1 0.8 0.3
C -0.5 0.0 -0.7
Ge -0.3 0.7 -0.3
C 1.3 0.3 -1.0
C -1.8 -0.5 1.0
C 0.6 -0.5 0.4
C 0.4 0.5 -0.2
Ge -0.7 0.4 1.0
C -1.7 0.8 -0.4
C 0.6 -0.2 0.3
C 2.2 -0.8 -0.1
C -0.7 -1.7 -0.5
C 0.3 -2.9 0.2
C 0.4 1.6 1.0
C -1.7 -0.2 -1.5
C 0.5 0.2 -0.5
C 0.7 0.1 0.6
C -0.5 3.1 0.5
H -0.5 -0.7 0.8
H 0.4 -0.4 -0.3
H -0.2 0.0 -0.5
H 0.2 0.5 0.2
H 0.5 -0.2 0.2
H 0.2 -0.5 0.2
H -0.1 0.4 -0.1
H 0.2 -0.3 -0.4
H 0.1 0.1 0.2
H 0.1 0.2 -0.1
H -0.4 0.2 -0.1
H 0.5 0.1 0.5
H 0.9 0.1 -0.2
H 0.2 -0.8 -0.1
H 0.6 -0.7 0.0
H -0.8 1.0 -0.4
H -2.2 0.5 0.3
H 0.0 0.0 0.0
H 0.4 0.4 -0.5
H 0.2 0.5 0.3
H 0.1 0.4 0.1
H 0.2 -0.3 -0.2
H 0.1 -0.2 0.3
H 0.2 0.3 0.6
H -0.8 -0.2 -0.5
H 0.8 -1.8 -0.4
O 0.3 -0.7 -1.2
H 0.5 1.0 -0.1
H -0.7 -0.4 1.1
O 0.8 0.1 1.4
S 1.4 0.6 -1.2
N -2.4 -0.8 0.1
O 0.0 0.5 -0.2
H 0.1 0.1 -0.1
H -0.1 -0.7 0.3

Calculated values
highest occupied orbital energy = -5.16 eV
gap between HOMO and LUMO = 7.48 eV
calculated total energy = -9295.8540 hartree
E_LUMO = 2.3 eV
net charge = -1

Atom charges from the Löwdin analysis, given in e for atoms 1 to 4: Pb 1.283; C -0.052; C -0.543; C -0.060